Entry 1:
The following is a DFT calculation (ωB97M-V with the def2-TZVPD basis set) of 14 unconnected molecules or ions with the total composition C16H38BCl26NO2P.

Each line ends with the Löwdin charge.
Atoms and positions in Å:
Cl -8.32394 -2.01888 3.81535  0.558
H 0.66899 2.50941 -5.29100  0.036
H 0.25905 3.38375 1.54244  0.022
H 8.20819 -0.14234 0.40169  0.099
H -4.00824 4.29294 -1.17761  0.038
Cl -7.85626 -7.54933 4.97069  0.456
Cl 8.67974 2.46542 -7.71227  0.486
C 0.04395 2.33151 1.34112  -1.052
B 6.73004 1.63958 1.00057  -0.363
H -1.02700 2.20017 1.16888  -0.020
Cl -4.28697 2.52813 0.36656  0.511
H -3.01141 2.86839 -1.59147  -0.005
H -3.47958 6.32723 0.63281  -0.044
C -3.95998 6.97836 1.36703  -1.055
C 5.51394 -0.01118 -0.52878  -0.078
Cl -8.16031 -7.02709 7.82264  0.508
H 8.95847 4.23023 -9.25643  0.003
H 6.06441 6.08784 -6.58756  0.029
Cl -8.21294 -9.17898 1.97325  0.487
O 6.77943 2.86507 1.87473  0.042
C 9.04537 1.90880 -0.48642  -0.133
H 6.60347 2.58242 2.82261  0.133
Cl -6.34778 -11.34486 7.02235  0.514
O 4.71273 3.69274 -0.19403  -0.402
Cl 10.74652 3.99291 -2.74716  0.526
H 9.08461 5.54344 -3.38792  0.035
H 9.12255 3.04450 -0.19589  0.094
Cl -7.29581 0.56581 0.21992  0.477
Cl -8.80275 -2.52708 -0.32756  0.484
H 4.44463 -0.53871 -0.57926  0.136
C -8.77968 -10.60213 2.85556  -1.007
P 4.18067 2.22072 0.02596  0.808
H 7.05389 4.70982 -7.14993  -0.039
H -6.48113 -8.28825 6.74260  -0.048
C 0.71014 2.32521 -4.21472  -1.020
Cl -9.27660 -0.75934 -2.59678  0.489
C -9.84333 -2.18249 -1.71446  -1.021
H -8.77308 -11.46347 2.18321  0.029
Cl -5.26559 0.32029 2.29759  0.465
H 5.00261 0.55314 1.41013  0.197
Cl 0.52395 1.36754 2.74304  0.524
H 3.04509 2.18789 0.94546  -0.011
H 3.62400 1.79896 -1.26702  0.052
C 9.09713 4.47423 -3.16289  -1.020
Cl 1.39443 0.72008 -3.93131  0.483
H -4.58567 -11.15699 5.46146  0.029
Cl -7.73910 -10.94673 4.24247  0.487
H -4.02351 -11.76185 7.04652  0.031
H 8.44158 4.26822 -2.31339  0.009
C 9.60479 3.44512 -8.85660  -1.011
H -9.79663 -10.41895 3.21063  0.034
Cl -1.96644 4.25601 0.00829  0.576
Cl -3.12004 8.53360 1.39395  0.506
C -4.67320 -11.04091 6.54437  -0.985
H 5.65445 0.50218 -1.59302  0.146
Cl -7.42926 -4.53361 4.98776  0.496
N 5.40833 1.04136 0.55547  -0.178
Cl 0.92551 1.83077 -0.10704  0.506
H 6.28186 -0.86798 -0.31578  0.130
H -9.83673 -3.04382 -2.38682  0.029
H -3.89917 6.52402 2.35894  0.032
Cl 7.58884 6.71374 -8.27902  0.516
H -10.86029 -1.99930 -1.35939  0.031
C -7.55692 -8.15638 6.60375  -1.053
H 8.85906 1.11836 1.64291  0.136
H -7.52124 -0.37455 2.37436  -0.083
Cl -5.66091 7.18158 0.93045  0.504
Cl -4.17126 -9.40564 6.99042  0.541
H -8.06507 -9.11598 6.72531  -0.013
C 6.49197 5.59304 -7.46298  -1.043
H 9.95530 2.80568 -9.67030  0.033
Cl 8.51047 3.58266 -4.57214  0.490
H -6.12339 -2.86620 3.94319  0.029
H 8.63947 1.71535 -1.56753  0.082
H 1.34716 3.07306 -3.73644  0.027
C -6.98946 -2.86375 4.60933  -1.000
Cl 5.18120 5.09036 -8.53734  0.503
H -7.35946 1.40461 2.42652  0.038
H -6.74017 -2.34264 5.53685  0.033
H 10.16438 1.49288 -0.47737  0.105
Cl 11.00027 4.19330 -8.07054  0.509
Cl -0.92215 2.44770 -3.54712  0.518
C -6.99273 0.48729 1.95975  -1.023
C -3.36192 3.50783 -0.77777  -0.969
C 8.23449 1.00414 0.63222  -0.151

Values from the calculation:
Frontier orbital gap   7.5 eV
LUMO   -3.880 eV
Total charge   +1

Entry 2:
The following is a DFT calculation (ωB97M-V with the def2-TZVPD basis set) of a molecular structure, C16H38F7N6O14S4.

Each line ends with the Löwdin charge.
Atoms and positions in Å:
H -4.84826 0.15049 -3.16510  0.108
O -5.68136 -1.55984 -1.67998  0.164
F 1.71878 4.39436 0.51461  -0.170
H 4.60762 2.18516 -2.65311  0.130
H 2.69024 -6.22295 -0.35679  0.135
H 2.30290 6.21267 -3.56744  0.109
H -4.84824 -3.21919 0.10642  0.100
F 1.50143 -0.39530 -0.22804  -0.203
H -2.49347 -1.56421 4.29830  0.103
H -1.68427 1.54727 2.26389  0.026
H -2.41509 4.59647 2.27936  0.109
C 3.70039 2.35646 -3.25203  -0.003
O 0.75797 0.04870 -2.43636  -0.233
C 2.09227 -5.86289 0.50911  0.036
H 2.25005 -3.08161 0.53435  0.164
F -0.30989 -4.04997 -1.86014  -0.221
H 3.19081 -3.91429 -0.47945  0.123
H -0.53333 -2.14241 4.94264  0.178
O -0.71856 -0.81887 -0.87064  -0.274
H 4.52216 -2.91439 1.79375  0.093
N 0.10274 3.75999 -1.08018  -0.289
O 2.34367 2.61231 -1.08121  -0.257
O -1.18298 1.67089 -1.59713  -0.266
O -4.12632 1.62579 0.02467  -0.006
H -3.57843 1.28977 -2.66646  0.081
H 1.23357 -0.77834 5.49825  0.073
H -1.89271 0.31745 1.09608  0.103
S 0.56006 -0.89337 -1.44984  0.484
H 1.95213 4.13728 -4.47884  0.215
H 1.59154 5.68859 -1.91993  0.098
H -1.41979 4.71741 0.86548  0.069
H 1.24742 3.48123 -3.12099  0.052
H 0.92824 1.06761 5.59251  0.123
H -2.65711 -0.74451 -1.41756  0.105
F -1.24544 -4.36917 4.05519  0.093
C 4.26512 -2.76072 0.76224  0.042
O -0.41879 3.19146 -3.52326  -0.279
C -4.10107 -2.51450 -0.18745  0.032
H -3.36173 -3.13561 -0.68846  0.109
C 2.93721 -4.96140 1.19044  -0.472
H 2.31785 0.30718 4.67435  0.078
F 0.78274 -3.83391 3.33075  0.137
C -3.78459 0.22123 -2.85650  0.006
C 1.27433 0.15929 4.95200  -0.053
H -3.79737 0.33637 -0.75245  0.134
C 3.27378 3.69395 -3.07141  -0.507
S 1.02687 -3.37655 -2.53499  0.546
N 1.92961 4.14501 -3.42918  0.076
O 0.29403 -1.27101 3.29539  -0.051
F -1.06229 -3.66156 2.07887  0.163
S -0.80272 2.92302 -2.13795  0.568
C -3.19726 2.01296 0.76297  -0.476
S 1.28544 3.05587 -0.26185  0.523
H 5.08794 -3.23648 0.17007  0.134
H -3.07313 -0.09679 -3.60517  0.100
N -3.63764 -0.47812 -1.53807  0.057
H 0.57201 5.83516 -3.34202  0.105
N -2.85988 3.29499 0.70619  0.026
N 3.11230 -3.65651 0.49753  0.071
H 2.96779 1.63283 -2.93687  0.069
H 0.38456 0.78058 3.06343  0.116
O -1.97263 -1.52159 3.50263  0.022
H -3.57626 -2.10583 0.66574  0.095
C -0.52346 -3.44832 3.27683  -0.486
C -1.89059 3.97736 1.49000  -0.081
C -0.66329 -2.05196 3.85425  -0.329
H -3.19904 0.56953 2.40225  0.098
H -1.14427 3.28645 2.01464  0.097
O 4.11526 4.52356 -2.95629  0.171
O 0.95100 2.27884 0.87600  -0.260
N 1.42629 -2.22730 -1.55169  -0.318
H 1.78521 -6.63889 1.16302  0.107
O 0.54177 -2.90797 -3.81501  -0.266
O 3.43971 -5.03573 2.24044  0.206
H -0.74216 0.18084 4.23144  0.106
C -4.59207 -1.59612 -1.18719  -0.406
C -2.46849 1.05996 1.73798  0.036
H -3.35091 3.84972 -0.03592  0.174
F -2.13174 3.78288 -2.10267  -0.158
H 1.24407 -5.40446 -0.04792  0.109
C 0.26132 0.03445 3.86385  -0.253
O 1.95549 -4.49151 -2.48510  -0.297
C 1.59043 5.57378 -3.02314  0.025
H 3.84450 2.12868 -4.30725  0.120
H 4.02603 -1.75168 0.56114  0.089

Values from the calculation:
Energy relative to the best compared isomer or geometry (same formula, charge and spin)   24.5 kJ/mol
Frontier orbital gap   10.2 eV
LUMO   -2.114 eV
Total charge   +1

Entry 3:
The following is a DFT calculation (ωB97M-V with the def2-TZVPD basis set) of 3 unconnected molecules or ions with the total composition C16H38FNO6S.

Each line ends with the natural charge from an NBO analysis.
Atoms and positions in Å:
F -3.04204 2.36401 -3.36732  -0.472
H 1.97152 4.14486 1.58370  0.222
C -2.06444 -6.74500 2.00228  -0.630
C -1.05319 1.65464 -1.40496  -0.236
H -1.61897 -4.34766 2.86478  0.459
C -0.46296 2.74370 -2.28493  -0.455
O -1.27651 -4.45621 1.97103  -0.723
H -2.32903 -0.06131 -0.11127  0.186
H 2.98636 5.64350 -0.73721  0.461
H 0.10425 3.39455 -1.61602  0.228
H 3.45157 5.10170 1.61667  0.197
H 1.91361 -0.64501 -2.80513  0.193
O 0.70896 0.85804 -3.43119  -0.543
H 0.21278 2.63765 -4.34796  0.186
O -0.89331 1.40142 1.83456  -0.561
H 1.94241 0.80005 -1.76892  0.155
H 2.81468 2.85509 -0.35514  0.170
O -3.95234 0.15798 -3.40371  -0.909
H 0.58760 -7.17198 2.68962  0.213
C -0.55168 -1.80296 0.44461  -0.395
C 3.03890 4.12120 1.36322  -0.631
H -1.21240 3.37559 -2.74460  0.219
H 1.08689 -5.47268 2.66770  0.217
C -0.66591 0.05821 2.25597  -0.061
H -2.48118 1.60066 3.15905  0.168
H 1.49927 2.72497 -3.18475  0.172
H 2.77090 0.83070 -3.34802  0.173
H 0.95011 -1.21405 1.82780  0.208
H -0.49275 -5.90403 0.80561  0.175
H -0.03082 -1.05650 -1.53418  0.213
H -1.68906 2.11235 -0.64060  0.211
H 0.71662 -0.00931 0.58940  0.207
H 4.90199 3.54844 -1.50045  0.217
C 1.90761 0.44101 -2.80346  -0.245
H 3.50965 3.37401 2.00343  0.211
O -4.13794 1.53539 -1.39245  -0.930
C 0.18499 -0.70506 1.23768  -0.423
C 4.75514 3.77114 -0.44324  -0.630
C 0.52879 2.25688 -3.37716  -0.063
H -0.11251 -6.01877 3.83692  0.197
H -2.48393 -6.63620 3.00626  0.197
H -0.23630 1.16751 -0.88069  0.221
N -1.85947 0.59481 -2.08338  -0.649
H -1.62830 -0.44966 2.35902  0.165
C 3.27232 3.81524 -0.10790  0.096
H -1.78081 -7.78842 1.85972  0.212
H -1.19629 -2.36791 -1.47793  0.212
C -0.87177 -5.81842 1.82498  0.095
H -0.16836 0.08171 3.22828  0.172
H -1.44161 -2.11983 0.98367  0.209
H -2.97965 -1.06452 -1.37728  0.227
O 2.60854 4.77858 -0.92609  -0.723
H -2.19376 2.94996 2.04156  0.194
C -2.18925 1.86728 2.13973  -0.253
C 0.24040 -6.14510 2.80964  -0.630
H 5.27329 3.01465 0.14759  0.211
S -3.37774 1.11029 -2.52092  2.531
H 5.21840 4.74115 -0.24335  0.198
H 0.10785 -2.66831 0.41308  0.214
H -2.94048 1.46104 1.45340  0.173
C -2.10305 -0.48882 -1.09286  -0.233
H -2.85037 -6.49720 1.28883  0.220
C -0.89723 -1.43502 -0.99673  -0.406

Values from the calculation:
Frontier orbital gap   10.1 eV
LUMO   0.650 eV
SMILES   COCCCCCN(CCCOC)S(=O)(=O)F.CC(C)O.CC(C)O

In the order shown, the computed total energy values come out to -358333.6622, -117169.1485, -44534.1374 eV.